(1)
DFT (ωB97M-V/def2-TZVPD) results for a molecular structure, C31H50CrP2 at a distorted geometry.

```
84
Properties=species:S:1:pos:R:3:forces:R:3:mulliken_charge:R:1
Cr 0.113 -0.403 1.633 -0.534 2.945 -2.122 -1.439
C -0.552 -2.311 2.340 1.000 -0.007 0.890 0.765
C 0.821 -2.406 1.888 -0.064 -0.035 1.270 1.054
C 0.741 -0.904 3.675 -0.050 -1.164 -0.274 0.490
C -0.586 -1.391 3.448 0.672 -1.043 -0.034 0.404
C 1.620 -1.530 2.722 -0.975 -0.892 0.278 0.749
C -1.701 -3.161 1.911 -0.338 -0.012 -0.259 -1.778
H -1.503 -3.630 0.941 -0.123 0.056 0.219 0.344
H -2.624 -2.568 1.831 0.203 -0.212 -0.020 0.367
H -1.892 -3.962 2.644 0.120 0.243 -0.220 0.351
C -1.707 -1.242 4.414 -0.380 0.534 -0.031 -1.576
H -2.667 -1.501 3.956 0.102 0.044 0.117 0.393
H -1.770 -0.208 4.772 -0.075 -0.244 0.026 0.351
H -1.557 -1.898 5.285 0.038 0.129 -0.272 0.279
C 1.166 -0.168 4.897 0.030 0.645 0.076 -1.568
H 1.188 -0.833 5.776 -0.007 0.093 -0.354 0.311
H 0.468 0.651 5.113 0.221 -0.181 0.067 0.262
H 2.167 0.263 4.770 -0.217 -0.062 0.115 0.364
C 3.111 -1.484 2.794 0.324 0.164 -0.120 -1.559
H 3.473 -2.109 3.626 -0.176 0.173 -0.248 0.353
H 3.474 -0.462 2.982 -0.021 -0.310 -0.093 0.354
H 3.572 -1.863 1.874 -0.074 0.092 0.270 0.471
C 1.358 -3.421 0.936 0.216 -0.195 -0.375 -1.582
H 1.700 -4.315 1.486 -0.107 0.302 -0.166 0.273
H 2.222 -3.034 0.375 -0.273 -0.183 0.102 0.379
H 0.594 -3.754 0.221 0.264 0.096 0.166 0.401
C -1.759 0.348 -4.976 -0.370 -0.614 0.034 -0.056
C -1.636 -0.986 -5.069 -0.619 0.760 -0.375 -0.619
C -0.797 -1.692 -6.092 0.473 -0.217 -0.086 -0.865
C 0.584 -1.053 -6.411 -0.244 -0.435 -0.189 -0.970
C 1.310 -0.507 -5.215 0.354 0.393 0.189 -0.186
C 1.229 0.742 -4.738 0.497 -0.446 -0.526 -0.399
C 0.321 1.822 -5.246 -0.279 0.145 -0.116 -0.474
C -1.044 1.358 -5.827 0.163 0.545 -0.036 -0.949
H -1.353 -1.769 -7.040 0.039 -0.073 0.278 0.341
H 0.469 -0.306 -7.205 0.209 -0.169 0.318 0.342
H -0.613 -2.721 -5.758 -0.147 0.144 -0.039 0.349
H -0.903 1.015 -6.859 -0.214 0.023 0.351 0.303
H -2.504 0.775 -4.295 0.273 -0.280 -0.011 0.419
H -2.309 -1.634 -4.499 0.207 0.294 0.038 0.706
H -1.678 2.260 -5.877 0.208 -0.332 -0.129 0.427
H 0.115 2.523 -4.425 0.142 -0.081 -0.149 0.248
H 1.958 1.076 -3.990 -0.281 -0.310 -0.036 0.403
H 0.845 2.397 -6.026 -0.110 -0.006 0.237 0.430
H 1.202 -1.865 -6.827 -0.139 0.359 -0.017 0.399
H 2.013 -1.211 -4.758 -0.064 0.314 0.007 0.387
P -0.895 -0.343 -0.718 -0.124 -0.097 0.255 1.865
P 1.719 0.952 0.291 -0.340 -0.611 0.551 1.539
C -0.092 0.897 -1.833 -0.078 -0.223 0.035 -0.260
C 0.970 1.783 -1.171 0.066 0.027 0.171 -1.122
H -0.889 1.506 -2.279 0.235 -0.163 0.066 0.657
H 0.341 0.301 -2.644 -0.069 0.196 0.115 -0.537
H 1.788 1.996 -1.873 -0.181 0.086 0.097 0.769
H 0.539 2.744 -0.867 0.136 -0.206 0.077 0.408
C 2.624 2.220 1.206 0.225 0.161 -0.091 -1.488
H 3.086 1.743 2.080 -0.074 0.186 -0.173 0.319
H 1.939 3.004 1.545 0.142 -0.167 -0.089 0.413
H 3.403 2.662 0.578 -0.005 0.049 0.125 0.508
C 3.012 -0.102 -0.433 0.352 0.073 -0.310 -1.343
H 3.542 0.458 -1.219 -0.021 -0.279 0.203 0.573
H 2.593 -1.028 -0.863 0.124 0.419 0.172 0.153
H 3.726 -0.369 0.360 -0.201 0.037 -0.320 0.400
C -2.668 0.060 -0.916 -0.027 -0.046 0.336 -1.632
H -3.239 -0.640 -0.289 -0.021 0.276 -0.251 0.386
H -2.966 -0.041 -1.967 0.064 -0.032 0.197 0.392
H -2.861 1.091 -0.580 0.048 -0.408 -0.104 0.462
C -0.750 -1.905 -1.633 -0.059 -0.184 -0.231 -0.853
H 0.271 -2.303 -1.553 -0.273 0.093 -0.029 0.240
H -1.002 -1.759 -2.693 0.082 -0.062 0.298 -0.149
H -1.454 -2.622 -1.186 0.245 0.093 -0.151 0.387
C -1.043 1.420 1.772 0.153 -0.946 0.174 -0.711
C -1.207 2.056 3.111 0.023 0.200 0.151 0.196
C -2.468 2.108 3.735 0.573 0.148 -0.132 -0.414
C -2.669 2.886 4.869 0.266 0.048 0.066 -0.678
C -1.607 3.606 5.429 0.023 -0.131 -0.216 -0.526
C -0.329 3.488 4.874 -0.015 -0.113 -0.131 -0.772
C -0.123 2.696 3.743 -0.428 0.058 -0.039 -0.449
H -1.996 1.009 1.403 0.075 0.524 0.255 0.348
H -0.660 2.151 1.048 -0.223 -0.067 0.061 0.581
H -3.283 1.543 3.289 -0.029 0.208 0.040 0.428
H -3.667 2.951 5.293 0.174 0.012 0.042 0.425
H -1.773 4.258 6.283 0.025 -0.164 -0.121 0.405
H 0.524 4.025 5.293 -0.320 -0.145 0.036 0.400
H 0.887 2.572 3.337 -0.416 0.163 0.114 0.229
```
Positions in Å, forces in eV/Å.

The charge is +1. The spin multiplicity is 4. Its LUMO energy (alpha / beta) is -0.0770 / -0.0983 Ha. The value obtained for the frontier orbital gap (alpha / beta) is 8.063 / 7.475 eV.

=====

(2)
DFT (ωB97M-V/def2-TZVPD) results for 2 unconnected molecules or ions with the total composition C31H50F5N4O7 at a distorted geometry.

```
97
Properties=species:S:1:pos:R:3:forces:R:3:mulliken_charge:R:1
C 5.199 1.746 3.327 1.323 -0.684 -0.041 -1.017
C 5.831 1.328 1.862 1.811 -0.001 -2.491 0.552
C 7.237 2.130 1.442 -0.961 -2.406 -2.765 -0.584
C 8.024 1.850 0.013 -4.267 -3.040 0.714 -0.467
C 7.383 0.699 -0.964 -1.738 1.003 3.431 -0.450
C 5.986 -0.113 -0.532 1.293 2.497 2.112 -0.491
C 5.156 0.178 0.851 3.917 2.218 -1.212 0.249
C 3.750 -0.554 1.314 0.770 1.566 0.310 -0.291
C 3.112 -1.569 0.185 2.891 -1.073 1.262 0.663
C 3.498 -3.088 0.777 1.791 0.113 0.199 -1.182
C 3.481 -4.263 -0.364 0.403 0.133 -0.528 -0.645
C 3.368 -5.783 0.261 0.851 1.400 -0.631 -0.409
C 4.673 -5.992 1.266 -1.202 -3.052 5.995 0.452
O 4.446 -6.496 2.495 1.665 3.546 -7.981 -0.520
O 6.072 -5.682 0.850 -3.386 -2.453 -0.399 -0.446
N 2.770 -3.409 2.058 -0.507 0.923 -1.179 0.227
C 1.309 -3.080 2.051 -0.358 0.215 1.769 -0.527
C 0.839 -3.035 3.656 -0.489 0.549 -0.900 -0.740
C 0.824 -4.512 4.368 0.469 0.878 1.170 -0.025
O 1.934 -4.507 5.364 -0.500 -1.082 -2.078 -0.577
C -0.576 -4.610 5.270 -0.048 0.355 0.305 0.588
F -0.721 -3.406 6.164 0.335 -4.250 -2.845 -0.253
F -1.694 -4.526 4.291 2.965 -0.657 3.350 -0.237
F -0.579 -5.846 6.094 -0.614 4.448 -2.917 -0.232
C 0.883 -1.629 1.421 -2.377 -1.278 0.738 -0.257
C -0.753 -1.768 1.096 -0.092 -0.612 1.108 -0.838
C -1.621 -0.451 1.538 -1.520 -0.708 -0.538 -0.729
C -2.538 -0.023 0.238 -1.438 0.666 -0.132 0.384
C -3.939 -0.930 0.124 -0.202 0.035 -0.388 -1.111
C -3.072 1.557 0.303 -0.338 -0.599 -1.332 -0.853
N 1.608 -1.547 0.058 0.474 -2.668 1.619 -0.509
N 1.069 -0.632 -0.811 0.173 1.993 -2.052 0.348
C 1.173 -1.006 -2.263 -5.315 4.392 -7.434 0.273
O 0.347 -0.362 -3.135 6.429 -5.079 6.882 -0.419
F 2.044 -2.049 -2.863 -2.361 3.036 3.367 -0.171
C 1.294 0.804 -0.504 5.037 6.901 -5.235 0.340
O 1.978 1.545 -1.420 -5.348 -5.578 6.944 -0.457
F 0.909 1.547 0.736 0.742 -3.827 -3.848 -0.193
H 5.670 2.790 3.650 -1.358 -2.221 -0.850 0.356
H 4.031 1.724 3.380 2.267 0.264 -0.286 0.209
H 5.608 0.968 4.134 -0.958 1.570 -1.759 0.263
H 7.746 2.944 2.148 -1.559 -2.037 -1.520 0.222
H 8.991 2.402 -0.350 -2.146 -1.102 1.049 0.302
H 7.889 0.433 -2.007 -1.275 0.620 2.583 0.291
H 5.628 -0.923 -1.296 0.691 1.699 1.630 0.164
H 3.020 0.330 1.630 1.418 -1.823 -0.856 0.212
H 4.011 -1.102 2.343 -0.830 0.901 -2.433 0.372
H 3.557 -1.451 -0.889 -0.846 0.014 2.108 0.515
H 4.647 -2.972 1.088 -2.515 -0.215 -0.745 0.526
H 2.646 -4.073 -1.173 1.417 -0.557 1.556 0.204
H 4.515 -4.176 -0.949 -2.283 -0.123 1.248 0.377
H 2.333 -5.851 0.828 2.589 -0.293 -0.903 0.125
H 3.440 -6.529 -0.661 -0.159 1.444 2.157 0.456
H 6.359 -6.536 0.367 -0.430 1.862 1.019 0.362
H 3.275 -3.072 2.914 -0.876 -0.343 -1.322 0.488
H 0.661 -3.899 1.477 1.496 1.602 1.006 0.238
H -0.218 -2.488 3.739 2.299 -1.371 -0.181 0.380
H 1.619 -2.340 4.194 -1.511 -1.546 -0.830 0.377
H 0.928 -5.405 3.604 -0.545 1.816 1.667 0.305
H 2.688 -5.096 5.057 -1.580 0.859 0.373 0.361
H 1.084 -0.704 2.105 -0.026 -1.778 -1.565 0.514
H -1.166 -2.672 1.758 1.163 1.890 -1.472 0.518
H -0.951 -2.123 -0.027 0.500 1.065 2.307 0.260
H -1.003 0.423 2.011 -0.964 -1.649 -1.241 0.304
H -2.397 -0.789 2.379 1.783 0.729 -1.753 0.410
H -1.983 -0.217 -0.801 -0.799 0.607 2.379 0.070
H -3.772 -2.052 0.434 -0.365 2.197 -0.451 0.266
H -4.351 -0.953 -0.994 1.094 0.167 2.356 0.289
H -4.818 -0.432 0.758 2.107 -1.268 -1.132 0.305
H -4.112 1.637 0.879 2.557 -0.163 -0.921 0.308
H -2.262 2.300 0.704 -1.635 -1.418 -0.701 0.254
H -3.336 1.827 -0.829 0.662 -0.289 2.492 0.097
H 1.358 -2.492 -0.373 0.332 1.109 0.612 0.879
C -7.938 6.365 -2.279 -0.214 -0.387 -0.092 -0.718
O -8.007 5.517 -3.419 0.208 0.552 0.037 -0.337
C -7.495 6.133 -4.608 0.082 -0.725 -0.360 -0.790
C -6.191 5.449 -5.048 -0.168 0.509 0.582 -0.199
N -5.093 5.755 -4.124 -0.074 -0.272 -0.096 -0.324
C -3.897 4.933 -4.339 -0.224 -0.009 0.313 -0.748
C -4.031 3.415 -4.106 0.564 0.213 0.026 -0.536
O -4.255 3.059 -2.739 -0.161 -0.044 -0.516 -0.329
C -5.615 3.102 -2.335 0.205 -0.020 0.245 -0.640
H -8.480 5.880 -1.463 0.046 -0.002 -0.179 0.233
H -6.904 6.508 -1.965 0.101 0.230 0.085 0.306
H -8.408 7.332 -2.481 0.080 0.036 0.041 0.342
H -7.366 7.214 -4.493 0.111 -0.091 0.172 0.399
H -8.248 5.973 -5.389 0.105 0.036 0.060 0.389
H -5.923 5.797 -6.052 0.016 -0.018 0.070 0.388
H -6.379 4.375 -5.093 -0.207 -0.136 -0.185 0.168
H -5.413 5.608 -3.168 0.061 0.088 -0.311 0.069
H -3.130 5.313 -3.656 0.004 -0.132 -0.058 0.388
H -3.523 5.109 -5.355 -0.118 -0.083 0.043 0.401
H -3.069 2.963 -4.375 -0.077 0.045 0.090 0.343
H -4.773 2.946 -4.760 -0.164 0.088 0.131 0.356
H -6.303 2.850 -3.148 0.072 0.148 0.030 0.323
H -5.850 4.084 -1.919 -0.275 -0.020 -0.091 0.190
H -5.747 2.371 -1.536 0.032 -0.047 -0.005 0.301
```
Positions in Å, forces in eV/Å.

The charge is +1. Its LUMO energy is -0.1799 Ha. The value obtained for the frontier orbital gap is 5.163 eV.

=====

(3)
DFT (ωB97M-V/def2-TZVPD) results for a molecular structure, C31H50O3P2STc at a distorted geometry.

```
88
Properties=species:S:1:pos:R:3:forces:R:3:mulliken_charge:R:1
Tc -0.734 1.485 -2.439 -2.940 -2.674 2.836 -0.804
C 0.298 0.804 0.709 0.025 -0.119 0.371 0.771
C 1.210 1.142 -0.301 -0.090 0.502 0.725 1.007
C -0.647 2.579 -0.480 1.245 0.686 -0.515 1.485
C -0.821 1.619 0.656 0.462 -0.045 -1.359 0.387
C 0.687 2.233 -1.107 -1.522 -0.408 1.745 0.314
C 0.562 -0.146 1.812 0.140 -0.434 0.381 -1.486
H 1.613 -0.437 1.813 -0.131 -0.102 0.153 0.471
H -0.054 -1.050 1.774 0.152 0.177 -0.124 -0.058
H 0.340 0.344 2.769 0.132 -0.109 -0.090 0.431
C -1.957 1.548 1.607 -0.208 0.394 -0.180 -1.480
H -2.484 0.588 1.501 0.225 0.135 0.005 0.080
H -2.673 2.353 1.427 0.048 -0.158 0.036 0.387
H -1.615 1.625 2.652 0.035 -0.119 -0.336 0.368
C -0.864 4.034 -0.046 0.484 -0.552 0.699 -1.467
H -0.170 4.142 0.861 -0.989 0.307 -1.118 0.373
H -1.910 4.201 0.286 0.734 0.190 -0.395 0.345
H -0.532 4.727 -0.834 -0.448 -0.070 0.430 0.444
C 1.517 3.226 -1.834 0.382 0.148 -0.002 -1.065
H 1.637 4.167 -1.273 -0.027 -0.278 -0.242 0.377
H 1.041 3.469 -2.789 0.051 0.359 -0.259 0.066
H 2.502 2.796 -2.043 -0.163 0.270 -0.140 0.320
C 2.594 0.651 -0.317 0.728 -0.128 -0.257 -2.264
H 3.036 0.803 0.682 -0.170 -0.011 -0.261 0.578
H 3.213 1.190 -1.040 -0.069 -0.118 0.117 0.249
H 2.689 -0.417 -0.538 -0.227 0.115 0.177 0.487
C -0.659 -2.813 -1.347 1.159 1.288 -0.671 -0.234
C 0.612 -3.201 -1.201 -0.028 -2.779 0.528 -0.450
C 1.610 -3.689 -2.257 0.355 -0.378 -0.049 -0.915
C 2.768 -2.774 -2.725 -0.094 -0.031 -0.229 -0.829
C 2.386 -1.346 -2.859 0.247 0.363 -0.851 -1.429
C 1.139 -0.965 -3.067 -1.502 2.624 0.723 1.968
C -0.070 -1.675 -3.566 -0.237 -1.255 0.785 1.737
C -1.182 -2.360 -2.683 -0.349 0.213 0.038 -0.539
H 1.068 -4.084 -3.132 0.169 0.074 0.217 0.105
H 3.152 -3.156 -3.688 0.117 0.037 0.416 0.360
H 2.159 -4.542 -1.810 -0.641 0.162 -0.310 0.530
H -1.520 -3.228 -3.294 -0.005 0.301 0.521 0.435
H -1.196 -2.559 -0.442 -0.385 -0.566 -0.198 0.170
H 0.765 -3.821 -0.294 0.254 1.414 0.212 0.440
H -2.047 -1.679 -2.533 0.628 -0.609 -0.248 0.299
H -0.652 -0.858 -4.059 0.269 -0.363 -0.126 -0.942
H 0.807 0.153 -2.816 1.421 -1.732 -0.770 -1.153
H 0.234 -2.503 -4.241 0.131 1.068 0.463 -0.188
H 3.594 -2.791 -2.005 -0.055 -0.248 -0.136 0.499
H 3.178 -0.581 -2.870 -0.414 -0.382 0.618 0.556
P -1.083 -1.639 -5.975 -0.231 -1.104 -1.153 1.368
P -0.682 1.737 -4.915 0.681 1.412 -3.696 1.074
C -0.616 -0.353 -7.129 -0.156 0.511 -0.111 -0.830
C -1.143 1.036 -6.717 -0.439 -0.400 0.478 -1.436
H -1.090 -0.665 -8.083 0.355 0.244 0.225 0.478
H 0.485 -0.382 -7.262 -0.595 0.089 0.132 0.514
H -0.707 1.750 -7.448 -0.381 -0.119 0.856 0.628
H -2.247 1.085 -6.816 0.552 -0.086 0.075 0.544
C -1.368 3.387 -5.341 -0.199 -0.128 0.268 -1.080
H -0.866 4.118 -4.699 -0.303 0.063 -0.076 0.388
H -2.444 3.372 -5.144 0.160 0.273 0.022 0.396
H -1.183 3.634 -6.396 -0.023 -0.049 0.350 0.442
C 1.054 2.088 -5.516 -0.148 -0.298 0.632 -1.411
H 1.018 2.436 -6.558 0.009 -0.040 0.468 0.500
H 1.654 1.171 -5.453 0.085 0.331 0.082 0.309
H 1.465 2.877 -4.879 0.270 -0.233 -0.183 0.497
C -2.804 -2.131 -6.193 -0.288 0.293 0.178 -1.415
H -2.977 -3.032 -5.580 -0.041 0.424 -0.268 0.440
H -2.937 -2.368 -7.265 -0.105 0.092 0.422 0.491
H -3.471 -1.314 -5.874 0.070 -0.455 -0.195 0.388
C -0.152 -3.101 -6.489 0.134 -0.407 0.107 -1.217
H 0.659 -2.810 -7.161 -0.110 -0.110 0.012 0.433
H -0.855 -3.781 -6.985 0.259 0.093 -0.093 0.493
H 0.282 -3.638 -5.638 -0.129 0.031 -0.313 0.225
C -3.176 -4.155 7.868 -0.087 0.074 0.159 -1.347
C -3.198 -3.742 6.424 -0.053 0.094 -0.109 0.783
C -3.894 -4.513 5.490 0.120 0.126 -0.279 -0.544
C -3.865 -4.191 4.133 -0.346 -0.322 0.133 -0.574
C -3.133 -3.089 3.714 -0.209 0.185 -0.017 0.310
C -2.486 -2.261 4.630 -0.046 0.125 0.086 -0.289
C -2.534 -2.587 5.991 0.011 -0.086 -0.460 -0.687
S -3.052 -2.733 1.904 0.952 -1.409 0.937 0.755
O -1.627 -2.452 1.665 -0.657 0.476 -0.038 -0.523
O -3.618 -3.888 1.218 -0.188 0.655 0.111 -0.515
O -1.820 0.255 -1.895 1.884 2.473 -1.689 -0.794
H -4.195 -4.170 8.282 0.313 0.025 -0.069 0.333
H -2.766 -5.169 7.970 -0.076 0.276 -0.007 0.333
H -2.561 -3.463 8.455 -0.188 -0.232 -0.036 0.349
H -4.469 -5.379 5.828 0.245 0.227 -0.163 0.385
H -4.406 -4.812 3.422 0.167 0.206 0.076 0.451
H -1.952 -1.371 4.295 -0.105 -0.257 0.083 0.313
H -2.048 -1.939 6.723 -0.061 -0.221 -0.268 0.307
```
Positions in Å, forces in eV/Å.

The charge is +2. The spin multiplicity is 4. Its LUMO energy (alpha / beta) is -0.2480 / -0.2843 Ha. The value obtained for the frontier orbital gap (alpha / beta) is 6.165 / 5.256 eV.

=====

| no. | E (Eh) |
| --- | --- |
| 1 | -2938.1774 |
| 2 | -2455.1399 |
| 3 | -2597.7477 |